(1)
{
  "formula": "C8H24AsF6N5O7P2SV",
  "method": "ωB97M-V with the def2-TZVPD basis set",
  "elements": ["V", "N", "C", "C", "P", "O", "O", "O", "P", "O", "O", "O", "H", "H", "H", "H", "H", "H", "H", "H", "N", "C", "N", "S", "H", "H", "H", "H", "C", "N", "C", "C", "O", "N", "C", "C", "H", "H", "H", "H", "H", "H", "H", "H", "H", "H", "H", "H", "F", "As", "F", "F", "F", "F", "F"],
  "coordinates": [[-0.20, 0.15, -0.45], [1.14, 2.36, -4.27], [1.31, 2.43, -2.76], [2.25, 3.58, -2.36], [2.06, 0.76, -2.33], [2.82, 0.95, -0.96], [2.83, 0.31, -3.48], [0.77, -0.08, -1.90], [-0.32, 2.50, -1.92], [-0.63, 4.00, -1.73], [-1.31, 1.64, -2.59], [0.07, 1.87, -0.47], [1.85, 1.71, -4.63], [1.26, 3.27, -4.71], [0.22, 1.98, -4.54], [3.25, 3.44, -2.78], [2.34, 3.63, -1.28], [1.85, 4.54, -2.70], [3.79, 1.07, -1.05], [-1.55, 4.31, -1.73], [-3.58, -0.29, -1.93], [-3.71, 0.03, -0.66], [-4.80, -0.24, 0.02], [-2.46, 0.95, 0.18], [-4.27, -0.86, -2.40], [-2.80, 0.05, -2.46], [-5.60, -0.67, -0.41], [-4.88, 0.00, 1.00], [0.65, -0.04, 4.67], [0.01, -0.24, 3.35], [-1.37, 0.28, 3.20], [0.64, -0.76, 2.34], [0.21, -0.30, 1.09], [1.58, -1.66, 2.39], [1.65, -2.64, 3.50], [2.52, -1.92, 1.29], [0.44, 0.98, 4.98], [1.72, -0.17, 4.60], [0.23, -0.72, 5.41], [-1.83, 0.27, 4.18], [-1.94, -0.36, 2.54], [-1.36, 1.30, 2.83], [0.71, -2.67, 4.04], [2.47, -2.42, 4.17], [1.82, -3.62, 3.05], [2.70, -1.02, 0.72], [2.15, -2.71, 0.65], [3.46, -2.24, 1.72], [-1.21, -1.20, -1.01], [-1.17, -3.53, -0.77], [-1.09, -5.17, -0.53], [-0.81, -3.04, 0.83], [0.45, -3.19, -1.11], [-2.79, -3.19, -0.43], [-1.51, -3.42, -2.41]],
  "lowdin_charge": [0.99, 0.23, -0.45, -0.04, 0.46, -0.08, -0.17, -0.33, 0.43, -0.02, -0.26, -0.39, 0.15, 0.19, 0.17, 0.11, 0.10, 0.11, 0.14, 0.15, 0.19, -0.71, 0.18, 0.92, 0.16, 0.09, 0.16, 0.13, 0.03, -0.07, -0.01, -0.31, -0.13, -0.07, 0.04, 0.04, 0.12, 0.10, 0.12, 0.12, 0.07, 0.09, 0.11, 0.12, 0.12, 0.08, 0.10, 0.12, -0.38, 0.84, -0.11, -0.20, -0.19, -0.17, -0.16],
  "total_energy_ev": -162695.546,
  "homo_lumo_gap_ev": [7.0, 6.9],
  "charge": 3,
  "fmax_ev_per_a": 3.21
}


(2)
{
  "formula": "C8H24BrO8",
  "method": "ωB97M-V with the def2-TZVPD basis set",
  "elements": ["Br", "C", "C", "O", "O", "H", "H", "H", "H", "H", "H", "C", "C", "O", "O", "H", "H", "H", "H", "H", "H", "C", "C", "O", "O", "H", "H", "H", "H", "H", "H", "C", "C", "O", "O", "H", "H", "H", "H", "H", "H"],
  "coordinates": [[-0.45, -0.66, -0.34], [-1.44, -2.64, 3.17], [-1.40, -3.96, 3.91], [-1.29, -4.92, 2.85], [-2.41, -2.56, 2.16], [-0.50, -2.26, 2.77], [-1.55, -1.78, 3.83], [-2.30, -4.17, 4.49], [-0.55, -3.99, 4.59], [-2.23, -5.05, 2.72], [-1.93, -2.27, 1.39], [3.65, -0.80, -0.50], [3.34, -2.06, -1.31], [4.39, -2.15, -2.28], [3.02, -1.00, 0.70], [3.15, 0.00, -1.05], [4.67, -0.51, -0.23], [2.39, -1.94, -1.82], [3.35, -3.05, -0.85], [5.06, -2.01, -1.61], [2.07, -0.93, 0.54], [-3.45, 1.73, 0.98], [-2.66, 1.88, 2.31], [-1.96, 0.70, 2.60], [-2.71, 1.79, -0.14], [-4.06, 2.63, 1.03], [-4.12, 0.87, 0.92], [-3.39, 2.28, 3.02], [-1.76, 2.49, 2.31], [-1.56, 0.35, 1.80], [-2.01, 1.13, -0.12], [1.28, 2.67, -3.35], [0.84, 4.03, -4.06], [0.48, 3.77, -5.39], [0.05, 1.99, -3.00], [1.65, 3.01, -2.38], [2.00, 2.08, -3.91], [1.69, 4.71, -4.04], [0.05, 4.63, -3.61], [0.31, 4.65, -5.74], [0.27, 1.32, -2.35]],
  "lowdin_charge": [-0.06, -0.30, -0.23, -0.08, -0.08, 0.11, 0.10, 0.11, 0.11, 0.07, -0.01, -0.29, -0.24, -0.10, -0.10, 0.11, 0.12, 0.11, 0.12, 0.06, -0.03, -0.31, -0.24, -0.12, -0.09, 0.10, 0.12, 0.11, 0.12, -0.04, -0.09, -0.20, -0.25, -0.07, -0.10, 0.11, 0.11, 0.10, 0.11, 0.08, 0.00],
  "total_energy_ev": -95106.873,
  "homo_lumo_gap_ev": 8.6,
  "charge": -1,
  "fmax_ev_per_a": 3.59
}


(3)
{
  "formula": "C8H24F2O4Pb",
  "method": "ωB97M-V with the def2-TZVPD basis set",
  "elements": ["Pb", "F", "F", "C", "C", "O", "H", "H", "H", "H", "H", "H", "C", "C", "O", "H", "H", "H", "H", "H", "H", "C", "C", "O", "H", "H", "H", "H", "H", "H", "C", "C", "O", "H", "H", "H", "H", "H", "H"],
  "coordinates": [[-1.14, 4.05, 2.31], [0.19, 1.69, -0.57], [-1.61, 5.53, -0.99], [-1.15, -0.71, 4.39], [-2.29, 0.03, 4.87], [-1.89, 1.32, 5.13], [-0.96, -0.69, 3.31], [-1.39, -1.73, 4.69], [-0.17, -0.45, 4.78], [-2.50, -0.46, 5.82], [-3.21, 0.01, 4.27], [-1.88, 1.42, 6.09], [1.94, 4.40, -5.19], [1.72, 2.92, -5.34], [0.52, 2.67, -5.88], [2.89, 4.70, -4.75], [1.07, 4.77, -4.64], [1.81, 4.92, -6.14], [1.81, 2.38, -4.39], [2.43, 2.54, -6.08], [0.65, 2.39, -6.79], [-4.32, -3.85, -0.96], [-2.97, -3.29, -0.60], [-2.79, -1.91, -0.87], [-5.06, -3.13, -0.62], [-4.61, -4.76, -0.43], [-4.45, -3.99, -2.03], [-2.17, -3.93, -0.97], [-3.14, -3.37, 0.47], [-1.96, -1.62, -0.49], [3.80, -2.23, 1.50], [4.14, -0.75, 1.38], [3.76, -0.38, 0.04], [4.11, -2.57, 2.48], [4.27, -2.91, 0.78], [2.72, -2.37, 1.57], [5.20, -0.59, 1.59], [3.68, -0.14, 2.15], [2.94, 0.11, 0.15]],
  "lowdin_charge": [1.33, -0.66, -0.65, -0.10, -0.38, -0.10, 0.08, 0.08, 0.09, 0.12, 0.13, 0.09, -0.09, -0.40, -0.05, 0.07, 0.08, 0.07, 0.12, 0.11, 0.09, -0.11, -0.34, -0.06, 0.07, 0.07, 0.07, 0.11, 0.10, 0.08, -0.10, -0.31, -0.08, 0.06, 0.08, 0.07, 0.10, 0.10, 0.07],
  "total_energy_ev": -27547.028,
  "homo_lumo_gap_ev": 4.5,
  "fmax_ev_per_a": 4.13
}


(4)
{
  "formula": "C8H24FKO4",
  "method": "ωB97M-V with the def2-TZVPD basis set",
  "elements": ["K", "F", "C", "C", "O", "H", "H", "H", "H", "H", "H", "C", "C", "O", "H", "H", "H", "H", "H", "H", "C", "C", "O", "H", "H", "H", "H", "H", "H", "C", "C", "O", "H", "H", "H", "H", "H", "H"],
  "coordinates": [[0.19, 0.40, 1.26], [0.40, 3.15, 1.41], [2.99, -1.94, -1.75], [2.83, -0.39, -1.63], [1.53, -0.14, -1.19], [3.98, -2.21, -2.11], [2.16, -2.32, -2.35], [2.83, -2.38, -0.76], [3.13, -0.01, -2.61], [3.49, 0.02, -0.86], [1.11, 0.61, -1.63], [-2.71, -1.63, -0.82], [-2.44, -0.16, -0.50], [-2.39, -0.05, 0.90], [-1.81, -2.21, -0.60], [-2.94, -1.78, -1.88], [-3.57, -2.01, -0.28], [-3.24, 0.45, -0.92], [-1.57, 0.25, -1.01], [-3.30, -0.16, 1.20], [-0.92, 3.55, -2.95], [0.37, 2.99, -2.35], [0.05, 2.12, -1.27], [-1.56, 2.73, -3.29], [-0.64, 4.17, -3.80], [-1.43, 4.19, -2.23], [1.15, 3.68, -2.05], [0.81, 2.42, -3.17], [0.04, 2.62, -0.45], [0.45, -1.36, 4.97], [-0.36, -2.00, 3.87], [0.28, -2.01, 2.58], [0.88, -0.46, 4.55], [1.25, -2.03, 5.31], [-0.11, -1.05, 5.85], [-1.27, -1.42, 3.78], [-0.65, -3.00, 4.19], [1.00, -2.64, 2.57]],
  "lowdin_charge": [0.91, 0.04, -0.06, -0.30, -0.15, 0.08, 0.08, 0.06, 0.12, 0.11, 0.03, -0.06, -0.33, -0.16, 0.08, 0.08, 0.08, 0.12, 0.09, 0.10, -0.06, -0.27, -0.13, 0.08, 0.08, 0.08, 0.13, 0.12, 0.03, -0.08, -0.30, -0.15, 0.07, 0.08, 0.09, 0.11, 0.12, 0.10],
  "total_energy_ev": -35909.320,
  "homo_lumo_gap_ev": [10.5, 4.2],
  "spin_multiplicity": 2,
  "s2": 0.7526,
  "charge": 1,
  "fmax_ev_per_a": 2.46
}